89
Properties=species:S:1:pos:R:3:forces:R:3:lowdin_charge:R:1 method="wB97M-V/def2-TZVPD" fmax_ev_per_a=0.791 energy_ev=-218977.01043 homo_ev=-7.9
Ir -0.01002 0.24017 0.29981 -0.049 0.328 0.364 1.171
N -1.77469 -0.59942 3.21719 -0.001 0.012 -0.011 0.132
C -0.42841 -0.47995 3.32544 0.015 -0.014 -0.076 -0.656
N 0.34758 -0.14385 2.32723 0.060 0.000 0.049 -0.088
C 1.68691 -0.10178 2.70083 -0.033 0.036 0.043 -0.309
C 1.91653 -0.36675 4.00033 -0.005 -0.008 0.000 -0.316
S 0.42600 -0.71427 4.80398 0.017 -0.007 0.008 1.095
C 2.59864 0.17684 1.60380 -0.019 0.050 0.005 -0.340
C 3.93856 0.15423 1.54608 0.012 0.017 -0.020 -0.318
S 4.46664 0.42615 -0.08063 -0.015 0.016 0.006 1.095
C 2.82281 0.54849 -0.61403 0.002 -0.015 0.165 -0.659
N 1.96862 0.42819 0.39244 0.109 -0.119 -0.136 -0.124
N 2.45419 0.80232 -1.85507 0.044 0.029 -0.125 0.142
H -2.11649 -0.73898 2.27679 0.009 -0.018 0.038 0.063
H -2.26091 -1.11089 3.93387 0.009 -0.003 0.000 0.106
H 2.85486 -0.39992 4.52554 -0.003 0.001 0.005 0.083
H 4.63943 -0.05308 2.33529 0.002 -0.001 -0.002 0.083
H 3.07338 0.59906 -2.62058 0.006 -0.031 -0.003 0.127
H 1.43706 0.76845 -2.03223 -0.171 -0.025 -0.049 0.033
F -1.37474 -1.50520 -4.76595 0.389 0.009 -0.244 -0.574
Te -0.75198 -0.68032 -3.08259 -0.326 -0.190 0.695 1.863
F -3.53209 -0.38560 -1.60509 -0.070 0.043 0.066 -0.091
F -2.01687 0.73681 -3.50383 -0.138 0.066 -0.080 -0.511
F 1.02772 -1.58108 -2.71928 -0.062 -0.082 -0.198 -0.530
F 0.39081 0.30730 -4.19539 0.035 0.152 0.051 -0.427
O -0.27240 0.63334 -1.62123 0.234 0.155 -0.357 -0.869
C -0.82091 3.75851 -2.42427 -0.023 0.082 0.006 -0.093
C -0.93150 5.00605 -1.53020 0.027 -0.064 -0.053 -0.611
C -2.41057 5.14664 -1.14327 -0.011 0.031 0.004 -0.096
C -0.53099 6.23976 -2.35986 0.014 0.031 0.034 -0.081
Si 0.16211 4.88284 0.02301 0.021 0.022 -0.039 0.598
Br -0.25861 2.77383 0.97659 -0.075 -0.155 -0.003 0.661
C -0.40527 5.97151 1.50006 -0.008 0.002 -0.010 -0.630
C -0.54887 7.42522 1.01353 0.000 0.019 0.026 -0.084
C -1.75168 5.54199 2.10692 -0.029 0.008 -0.016 -0.119
C 0.62001 5.94074 2.64338 -0.009 0.007 0.000 -0.103
C 2.05006 4.92711 -0.28449 0.016 -0.003 0.019 -0.613
C 2.40122 4.21113 -1.59402 0.012 0.035 -0.012 -0.091
C 2.86382 4.23928 0.82363 0.009 0.004 0.007 -0.104
C 2.52067 6.38791 -0.40632 0.007 0.005 0.018 -0.084
H -1.47997 3.89018 -3.28764 -0.012 0.001 0.009 0.101
H -1.12871 2.84693 -1.92404 -0.037 -0.116 0.070 0.023
H 0.17883 3.58287 -2.80901 0.079 0.034 -0.025 0.068
H -3.00704 5.14410 -2.06020 -0.003 -0.012 0.000 0.097
H -2.62482 6.07719 -0.61552 0.005 -0.016 -0.047 0.064
H -2.75079 4.30940 -0.53347 -0.008 0.005 0.014 0.058
H -1.21439 6.31831 -3.21047 -0.002 0.001 0.004 0.093
H 0.47674 6.15631 -2.76616 0.012 -0.004 -0.006 0.066
H -0.59597 7.17458 -1.79882 0.002 -0.009 -0.015 0.068
H -1.32758 7.53234 0.25802 0.005 0.003 0.030 0.064
H 0.37914 7.82534 0.60311 -0.007 0.006 -0.010 0.070
H -0.83025 8.05580 1.86305 0.010 0.002 0.000 0.092
H -2.57598 5.59736 1.39924 0.023 -0.019 0.026 0.061
H -1.98287 6.21761 2.93659 -0.006 0.012 -0.009 0.088
H -1.71750 4.53001 2.50933 0.003 0.012 0.021 0.037
H 1.57392 6.38613 2.36409 -0.008 -0.006 0.005 0.062
H 0.80438 4.92514 2.99966 -0.009 0.004 0.007 0.072
H 0.22468 6.51946 3.48402 0.004 0.005 -0.001 0.089
H 2.06559 3.17701 -1.60000 -0.030 -0.048 -0.014 0.054
H 3.49088 4.20589 -1.70647 -0.005 -0.005 0.002 0.094
H 1.98731 4.70915 -2.46846 -0.013 0.015 -0.027 0.069
H 2.57690 3.19404 0.95268 0.012 -0.002 -0.017 0.036
H 2.78073 4.73476 1.78892 -0.014 -0.024 -0.003 0.062
H 3.91954 4.25663 0.53380 0.001 0.013 0.011 0.090
H 1.98632 6.93469 -1.18542 -0.001 0.000 -0.002 0.073
H 3.58198 6.39171 -0.67404 -0.004 0.000 -0.006 0.092
H 2.42048 6.94180 0.52711 0.010 -0.004 -0.004 0.063
Cl -1.01883 -4.55242 -0.15739 0.002 0.017 0.017 0.572
C 0.48468 -3.82842 -0.80070 -0.020 -0.047 -0.012 -0.471
C 0.85682 -2.51706 -0.13550 -0.043 -0.032 0.260 -0.685
O 2.00287 -2.29847 0.19159 0.049 -0.016 -0.050 0.076
O -0.16410 -1.71403 0.03652 -0.060 -0.094 -0.411 -0.252
H 0.34050 -3.63839 -1.86198 0.011 -0.008 0.043 0.066
H 1.28731 -4.54097 -0.65034 0.003 0.003 0.010 0.081
F -3.89961 1.82368 1.79676 0.016 0.013 0.003 0.162
C -4.91717 0.98179 1.63820 -0.042 0.050 -0.020 -0.700
F -6.03545 1.67993 1.56248 0.003 -0.011 0.015 0.201
F -4.96838 0.19352 2.70443 -0.012 -0.016 0.016 0.175
S -3.31911 0.58951 -0.46451 0.068 0.061 0.081 0.615
O -2.23421 0.09282 0.33311 -0.016 -0.194 -0.057 -0.379
O -3.38492 1.91325 -0.90971 0.005 0.073 -0.109 -0.149
N -4.70498 0.20402 0.41761 0.050 -0.049 -0.001 -0.140
S -5.80800 -1.05481 0.06391 -0.035 0.000 0.005 0.753
O -6.01674 -1.10922 -1.33082 -0.019 0.009 0.004 -0.189
O -6.83861 -0.91025 1.02414 -0.011 0.006 0.000 -0.194
C -4.81465 -2.54702 0.54562 0.017 0.059 0.030 -0.678
F -3.80482 -2.70558 -0.28173 0.018 -0.034 -0.005 0.160
F -5.62557 -3.58656 0.50080 0.009 -0.030 0.003 0.186
F -4.35575 -2.38194 1.78451 -0.003 -0.029 -0.008 0.153